Record 1
This record from OMol25 describes 2 unconnected molecules or ions with the total composition C4H8O2. The level of theory is ωB97M-V/def2-TZVPD.

Geometry (Å):
1 O -0.808 -2.268 0.899
2 O -1.531 -0.019 -0.512
3 C -0.298 0.389 -0.896
4 C 0.237 -1.852 1.350
5 C -0.249 1.883 -0.931
6 C 0.732 -0.407 -1.211
7 H 0.391 -0.785 1.563
8 H 1.077 -2.539 1.550
9 H -1.036 2.231 -1.606
10 H -0.462 2.298 0.060
11 H 0.641 -1.488 -1.242
12 H 0.718 2.241 -1.287
13 H -1.502 -0.931 -0.167
14 H 1.702 0.024 -1.439

Calculated values
Lowest unoccupied orbital energy: 0.017 Eh
E_tot: -307.6394 Eh
ΔE to the lowest compared entry with this formula, charge and spin: 191.8 kJ/mol
F_max: 0.60 eV/Å
SMILES: C=C(C)O.C=O
Multiplicity: 1
Total charge: 0
Orbital gap: 0.341 hartree

Record 2
This record from OMol25 describes C4H8O2 in the gas phase. The level of theory is ωB97M-V/def2-TZVPD.

Geometry (Å):
1 O 0.482 -1.362 2.254
2 O -1.479 1.106 0.257
3 C -0.587 -0.045 -1.700
4 C 0.535 -0.902 1.009
5 C 0.469 0.445 0.628
6 C -0.454 0.959 -0.549
7 H -1.274 0.375 -2.442
8 H -1.033 -0.978 -1.339
9 H 0.581 1.188 1.416
10 H 0.371 -0.250 -2.196
11 H 0.198 -0.647 2.846
12 H 0.565 -1.698 0.270
13 H 1.605 -0.076 0.497
14 H 0.021 1.884 -0.951

Calculated values
Lowest unoccupied orbital energy: 0.010 Eh
E_tot: -307.5322 Eh
ΔE to the lowest compared entry with this formula, charge and spin: 473.1 kJ/mol
F_max: 0.52 eV/Å
Multiplicity: 1
Total charge: 0
Orbital gap: 0.306 hartree

Record 3
This record from OMol25 describes C4H8O2 in the gas phase. The level of theory is ωB97M-V/def2-TZVPD.

Geometry (Å):
1 O 2.201 0.667 0.173
2 O -1.699 -0.568 -1.234
3 C 0.389 -1.131 -0.042
4 C 0.958 0.172 0.580
5 C -0.983 -0.435 -0.032
6 C -0.312 0.955 0.205
7 H -2.374 0.120 -1.196
8 H -1.575 -0.761 0.835
9 H 0.489 -2.049 0.557
10 H 0.999 0.065 1.668
11 H -0.207 1.487 -0.757
12 H 2.069 1.149 -0.652
13 H -0.693 1.667 0.959
14 H 0.736 -1.337 -1.065

Calculated values
Lowest unoccupied orbital energy: 0.034 Eh
E_tot: -307.6494 Eh
ΔE to the lowest compared entry with this formula, charge and spin: 165.4 kJ/mol
F_max: 0.57 eV/Å
SMILES: O[C@H]1C[C@@H](O)C1
Multiplicity: 1
Total charge: 0
Orbital gap: 0.400 hartree